{"formula": "C33H69N3O22Zr", "method": "ωB97M-V/def2-TZVPD", "species": ["Zr", "O", "C", "C", "O", "H", "H", "H", "H", "C", "N", "O", "O", "H", "H", "H", "C", "N", "O", "O", "H", "H", "H", "C", "N", "O", "O", "H", "H", "H", "O", "C", "O", "C", "C", "C", "H", "H", "H", "H", "H", "H", "H", "H", "O", "C", "O", "C", "C", "C", "H", "H", "H", "H", "H", "H", "H", "H", "O", "C", "O", "C", "C", "C", "H", "H", "H", "H", "H", "H", "H", "H", "O", "C", "O", "C", "C", "C", "H", "H", "H", "H", "H", "H", "H", "H", "O", "C", "O", "C", "C", "C", "H", "H", "H", "H", "H", "H", "H", "H", "O", "C", "O", "C", "C", "C", "H", "H", "H", "H", "H", "H", "H", "H", "O", "C", "O", "C", "C", "C", "H", "H", "H", "H", "H", "H", "H", "H"], "positions_angstrom": [[-1.5812, 1.8014, 1.2789], [-0.0954, 0.1663, 1.0127], [0.0197, -0.3478, -0.3355], [-0.6375, 0.6719, -1.4030], [-1.7160, 1.4374, -0.9037], [-0.4834, -1.2745, -0.6116], [1.0473, -0.5770, -0.6175], [-0.8438, 0.2935, -2.4042], [0.0395, 1.4682, -1.7122], [-1.1739, 1.4442, -5.6804], [-2.0458, 1.6477, -6.8992], [-2.1443, 2.8242, -7.2420], [-2.6011, 0.7014, -7.4271], [-1.6630, 0.6299, -5.1459], [-0.9717, 2.4143, -5.2263], [-0.2397, 1.0450, -6.0753], [0.5309, -2.7003, -3.3120], [1.0858, -1.9008, -4.4688], [1.1417, -0.6962, -4.3071], [1.5529, -2.4687, -5.3963], [1.3725, -2.7136, -2.6195], [0.4623, -3.6974, -3.7472], [-0.4410, -2.3060, -3.0153], [-4.1737, -0.5451, -4.0172], [-3.1898, -1.6571, -3.7399], [-2.4002, -1.9291, -4.6060], [-3.2050, -2.3193, -2.6961], [-4.3965, -0.5402, -5.0842], [-3.5909, 0.2512, -3.5542], [-5.1014, -0.7174, -3.4715], [-1.8054, 4.0060, 0.2079], [-1.5042, 5.1379, -0.1757], [-1.3278, 5.4835, -1.5047], [-1.4092, 4.4511, -2.5099], [-1.4134, 5.0916, -3.8904], [-1.2026, 6.2411, 0.7841], [-2.1997, 3.7265, -2.3144], [-0.5701, 3.7631, -2.4065], [-0.3926, 5.2834, -4.2212], [-1.9110, 6.0608, -3.9253], [-1.9350, 4.4051, -4.5572], [-1.1389, 7.2201, 0.3092], [-0.3667, 6.1443, 1.4769], [-2.0741, 6.2018, 1.4376], [-3.2063, -6.0538, -1.3059], [-2.7791, -5.9424, -0.1362], [-1.6812, -5.3071, 0.2340], [-0.7756, -4.8276, -0.6555], [0.3592, -4.2138, 0.0602], [-3.5161, -6.7533, 1.0124], [-1.2290, -4.1208, -1.3504], [-0.3804, -5.6785, -1.2104], [1.0733, -3.7722, -0.6349], [0.9905, -4.9233, 0.5953], [-0.0950, -3.5171, 0.7647], [-4.5557, -6.8859, 0.7132], [-3.4827, -6.1138, 1.8945], [-3.0028, -7.6666, 1.3134], [-1.6807, 0.3403, 3.4386], [-1.9149, -0.1845, 4.5290], [-1.5634, -1.3850, 4.9700], [-0.8948, -2.3179, 4.1345], [0.5636, -2.0829, 3.7658], [-2.4592, 0.5946, 5.6626], [-1.4779, -2.4676, 3.2258], [-0.9338, -3.2173, 4.7489], [0.6434, -1.2333, 3.0876], [1.0204, -2.8269, 3.1133], [1.1873, -1.9023, 4.6412], [-2.2722, -0.0578, 6.5155], [-3.5402, 0.7095, 5.5839], [-2.0035, 1.5511, 5.9188], [4.9284, 1.2328, 2.9250], [3.9184, 1.3702, 3.6225], [3.8431, 2.0934, 4.7571], [4.9757, 2.7068, 5.3746], [4.9500, 4.1601, 4.9550], [2.6386, 0.7920, 3.1333], [5.8733, 2.1687, 5.0701], [4.8253, 2.5198, 6.4378], [3.9748, 4.6456, 4.9192], [5.3357, 4.2117, 3.9368], [5.6672, 4.6979, 5.5750], [1.7757, 1.2341, 3.6314], [2.7770, -0.2574, 3.3936], [2.5332, 0.8258, 2.0489], [-3.0429, -0.1477, 1.0572], [-3.6419, -1.0933, 0.5158], [-4.7920, -1.0102, -0.1240], [-5.3517, 0.3134, -0.4519], [-6.8220, 0.2388, -0.9873], [-3.2047, -2.5459, 0.7541], [-4.7327, 0.7965, -1.2079], [-5.3637, 0.9483, 0.4341], [-6.8598, -0.5241, -1.7649], [-7.0410, 1.2030, -1.4461], [-7.4893, 0.1099, -0.1351], [-3.0384, -3.0660, -0.1893], [-3.9810, -3.1701, 1.1966], [-2.2972, -2.6001, 1.3553], [5.8970, -1.7428, 0.8070], [4.7811, -2.1113, 0.9644], [3.8104, -2.1383, 0.0552], [4.0793, -1.9005, -1.3542], [4.3874, -3.2344, -2.0111], [4.3037, -2.5065, 2.4008], [4.8780, -1.1948, -1.5824], [3.1704, -1.4773, -1.7819], [5.4026, -3.4271, -1.6643], [4.2974, -3.2178, -3.0973], [3.7915, -4.0843, -1.6784], [4.5703, -3.5451, 2.5971], [3.2306, -2.4934, 2.5916], [4.8230, -1.8801, 3.1261], [0.6973, 3.0478, 0.6385], [1.8724, 3.3238, 0.9009], [2.9534, 2.9448, 0.2640], [2.8638, 2.0303, -0.7011], [4.2553, 1.7126, -1.2713], [2.2581, 4.3288, 1.9123], [2.2592, 2.5152, -1.4675], [2.3391, 1.0996, -0.4855], [4.8208, 2.6026, -1.5472], [4.1800, 1.1290, -2.1889], [4.8946, 1.1662, -0.5779], [3.3087, 4.1488, 2.1403], [1.6719, 4.3605, 2.8308], [2.1449, 5.3231, 1.4802]], "atomic_forces_ev_per_a": [[3.20, -5.46, -6.28], [-2.75, 2.45, -0.99], [-1.13, 1.54, -1.56], [1.57, 0.99, 0.29], [-0.21, 0.14, 4.79], [-0.54, -0.44, 1.32], [0.29, 0.47, 0.26], [-0.56, -1.04, 0.26], [0.99, -0.08, 0.39], [0.05, -0.91, -1.22], [-0.26, 1.32, 0.04], [-0.09, -0.99, -0.07], [0.58, 0.52, 0.60], [0.19, 0.38, 0.47], [-0.44, -0.37, 0.15], [0.05, -0.04, 0.08], [0.60, -0.73, -1.46], [-0.12, 0.59, 1.42], [-0.41, 0.92, 0.28], [0.28, -1.02, -1.16], [-0.47, 0.26, 0.43], [-0.39, -0.05, 0.35], [0.40, 0.04, 0.21], [0.30, -0.81, 0.89], [-0.24, -2.43, 0.34], [0.40, 0.81, -0.82], [-0.66, 1.52, -0.04], [0.59, 0.41, 0.12], [-0.55, 0.75, -0.62], [0.31, -0.14, 0.19], [-0.56, -1.09, 0.49], [1.92, 0.66, -2.29], [-0.59, -0.99, 3.39], [0.14, -0.82, -0.36], [0.00, -0.06, 0.36], [-1.09, 0.54, 0.05], [-0.77, 0.68, 0.06], [0.63, 0.39, 0.15], [-0.07, -0.21, -0.14], [-0.28, -0.18, 0.21], [0.20, 0.19, -0.28], [-0.07, -0.21, -0.07], [0.27, -0.64, -0.49], [-0.15, 0.46, 0.18], [1.73, 1.13, 3.02], [-2.78, -3.11, -2.61], [-1.49, -0.45, 2.78], [1.35, -0.45, -2.68], [0.70, 0.33, 0.74], [0.89, 2.13, -0.46], [-0.18, 0.00, -0.18], [-0.21, 0.00, -0.58], [-0.30, 0.52, 0.01], [-0.40, -0.23, 0.28], [0.62, 0.48, 0.13], [0.31, -0.29, -0.05], [-0.16, -0.01, 0.23], [-0.02, -0.04, -0.53], [0.12, -0.06, -1.39], [1.12, 1.12, 1.17], [-0.04, 1.63, -1.08], [0.66, -2.06, -0.79], [-0.02, 1.50, -0.34], [-0.70, -0.68, 1.43], [-0.10, 0.00, 0.12], [-0.24, -0.10, -0.25], [-0.11, 0.50, 0.28], [-0.48, -0.77, 0.53], [0.02, -0.15, -0.04], [-0.35, 0.30, 0.27], [-0.03, 0.13, -0.11], [0.14, 0.00, -0.73], [-1.36, 0.31, 1.76], [2.60, 1.26, -1.82], [-1.43, -1.49, -0.79], [-0.22, -0.15, -0.16], [1.17, -0.05, -0.30], [-0.27, -0.24, 0.66], [0.10, 0.29, -0.12], [0.01, 0.32, -0.01], [-0.05, -0.26, 0.60], [0.09, 0.04, -0.12], [-0.24, 0.32, 0.02], [-0.09, -0.27, 0.07], [-0.62, -0.17, 0.01], [0.25, 0.17, 0.11], [0.08, 1.22, -0.37], [-0.72, -1.11, 1.02], [0.48, 0.88, -0.08], [-0.94, 0.47, -0.31], [1.74, -0.15, 0.61], [0.11, 0.40, -0.54], [0.32, -0.29, 0.08], [0.26, -0.20, 0.17], [-0.47, -0.11, 0.28], [0.03, 0.01, 0.03], [-0.19, -0.43, -0.42], [0.14, 0.34, -0.29], [-0.27, 0.47, 0.28], [-0.17, 0.21, -0.14], [0.93, 0.13, -0.95], [-0.63, 0.18, 2.43], [-0.75, 0.23, -0.79], [-0.55, -0.67, -0.41], [0.59, -0.07, 0.40], [-0.06, -0.28, -0.75], [0.11, -0.04, 0.66], [-0.26, 0.17, 0.36], [0.18, -0.48, -0.60], [0.38, 0.25, 0.00], [-0.35, 0.29, 0.29], [0.35, -0.01, -0.12], [-0.07, 0.36, -0.41], [0.04, -0.01, -0.20], [-0.44, -1.30, 0.11], [0.02, 1.18, 0.54], [-0.57, 1.44, 3.48], [0.39, -2.20, -4.68], [0.10, 0.12, 0.06], [0.46, 0.40, 0.78], [-0.07, -0.29, -0.63], [-0.01, 0.10, 0.81], [-0.27, 0.24, 0.10], [-0.26, -0.09, 0.08], [-0.22, -0.09, 0.21], [-0.09, 0.35, 0.20], [-0.14, -0.44, -0.12], [0.18, 0.05, -0.24]], "total_charge": 2, "homo_energy_ev": -13.89, "orbital_gap_ha": 0.2236, "lumo_energy_ev": -7.81, "de_lowest_kj_mol": 378.0, "max_force_ha_per_bohr": 0.173}